ORCA calculation (the ωB97M-V functional and the def2-TZVPD basis) on an isolated ion of composition C3H8N2O2P and charge +1.

Each atom is followed by the atoms it is bonded to, with distances in Å.
Element x y z (Å)
1 O -2.08 -0.84 0.71  C2 1.388, H9 0.901
2 C -0.97 -0.44 1.43  O1 1.388, O3 1.429, C4 1.528, H10 1.142
3 O -0.50 -1.46 2.32  C2 1.429, H11 0.967
4 C 0.06 -0.04 0.38  C2 1.528, N5 1.300, N8 1.683
5 N -0.29 0.13 -0.86  C4 1.300, C6 1.433, H12 0.995
6 C 0.67 0.79 -1.69  N5 1.433, P7 1.924, H13 1.141, H14 1.126
7 P 2.42 0.61 -0.91  C6 1.924, N8 1.722, H15 1.335
8 N 1.69 0.32 0.63  C4 1.683, P7 1.722, H16 1.044
9 H -2.76 -0.72 1.30  O1 0.901
10 H -1.15 0.50 2.06  C2 1.142
11 H -0.61 -2.29 1.83  O3 0.967
12 H -1.27 0.04 -1.04  N5 0.995
13 H 0.62 0.43 -2.77  C6 1.141
14 H 0.49 1.90 -1.83  C6 1.126
15 H 2.49 -0.68 -1.23  P7 1.335
16 H 2.04 0.68 1.54  N8 1.044

Lowest unoccupied orbital energy (eV): -4.698
Total charge: +1
Kohn-Sham gap (eV): 9.264
SMILES string: OC(O)C1=[NH+]CPN1
E_HOMO (eV): -13.962
Energy relative to the best compared isomer or geometry (same formula, charge and spin) (kJ/mol): 306.2

How is the electron density shared among the atoms? According to Mulliken, the charges in e are:
1. O -0.5286
2. C 0.1193
3. O -0.4442
4. C 0.3440
5. N -0.0075
6. C -0.5932
7. P 0.0783
8. N -0.2921
9. H 0.2988
10. H 0.3327
11. H 0.3268
12. H 0.2605
13. H 0.3662
14. H 0.3566
15. H 0.0674
16. H 0.3149